P.
3 unconnected molecules or ions with the total composition C5H5ClN2O2. Source: the OMol25 dataset; level of theory: ωB97M-V/def2-TZVPD.

```
! wB97M-V def2-TZVPD RIJCOSX def2/J DEFGRID3
* xyz 0 1
C -1.564 1.046 -0.185
C -1.649 -0.420 1.355
C 3.232 -1.101 -0.078
C -0.920 0.443 -1.392
C -0.241 0.393 -0.088
N -2.416 0.387 0.697
N -0.321 -0.553 0.880
O 4.217 -0.823 -0.590
O 2.271 -1.597 0.319
Cl 2.449 1.283 0.262
H -1.802 2.026 -0.431
H -1.935 -1.006 2.104
H -1.170 -0.421 -2.065
H -0.662 1.185 -2.061
H 0.510 -0.842 1.273
*
```

- LUMO level (alpha / beta): -2.05 / -2.04 eV
- HOMO level (alpha / beta): -0.33932 / -0.33953 hartree
- HOMO-LUMO gap (alpha / beta): 7.2 / 7.2 eV


Q.
C5H5ClN2O2 in the gas phase. Source: the OMol25 dataset; level of theory: ωB97M-V/def2-TZVPD.

```
! wB97M-V def2-TZVPD RIJCOSX def2/J DEFGRID3
* xyz 0 1
C -0.750 1.401 0.102
C -0.741 0.034 -0.067
C 0.634 -0.360 -0.123
C 1.438 1.008 -0.031
C -1.791 -1.019 -0.140
N 0.508 1.926 0.152
N 1.225 -1.595 -0.038
O 0.594 -2.649 0.031
O 2.445 -1.545 0.064
Cl 3.131 1.274 -0.035
H -1.441 2.217 0.052
H -1.367 -1.628 -0.949
H -1.665 -1.406 0.858
H -2.830 -0.532 -0.292
H 0.609 2.873 0.415
*
```

- SMILES string: Cc1c[nH]c(Cl)c1[N+](=O)[O-]
- LUMO level: -0.16 eV
- HOMO level: -0.31986 hartree
- HOMO-LUMO gap: 8.5 eV


Winner for stability: P


P.
14 unconnected molecules or ions with the total composition C70H70N14. Source: the OMol25 dataset; level of theory: ωB97M-V/def2-TZVPD.

```
! wB97M-V def2-TZVPD RIJCOSX def2/J DEFGRID3
* xyz 0 1
N 3.066 -0.981 -4.135
C 2.236 -1.677 -3.387
C 0.872 -1.516 -3.453
C 0.261 -0.771 -4.453
C 1.139 -0.076 -5.258
C 2.519 -0.200 -5.083
H 2.705 -2.220 -2.581
H 0.256 -2.009 -2.704
H -0.810 -0.593 -4.519
H 0.850 0.577 -6.059
H 3.252 0.314 -5.715
N 1.975 -2.904 2.973
C 1.551 -1.886 3.731
C 2.088 -1.624 4.997
C 3.148 -2.465 5.435
C 3.644 -3.461 4.640
C 2.944 -3.668 3.420
H 0.846 -1.243 3.323
H 1.839 -0.731 5.551
H 3.547 -2.392 6.460
H 4.447 -4.157 4.855
H 3.260 -4.473 2.761
N 1.590 5.086 0.122
C 2.221 5.661 1.178
C 3.517 5.316 1.579
C 4.188 4.349 0.783
C 3.554 3.839 -0.329
C 2.260 4.247 -0.583
H 1.684 6.475 1.636
H 4.130 5.879 2.301
H 5.223 4.138 1.005
H 3.960 3.079 -0.960
H 1.738 3.741 -1.395
N 4.019 1.463 5.130
C 3.063 1.486 4.207
C 3.323 1.394 2.853
C 4.607 1.142 2.434
C 5.652 1.106 3.390
C 5.278 1.328 4.711
H 2.027 1.448 4.493
H 2.494 1.406 2.187
H 4.831 0.966 1.400
H 6.665 0.960 3.103
H 5.951 1.425 5.528
N 4.306 -2.485 0.017
C 4.442 -1.978 1.264
C 5.651 -1.936 1.912
C 6.774 -2.456 1.256
C 6.673 -3.016 -0.010
C 5.411 -2.943 -0.571
H 3.539 -1.695 1.767
H 5.579 -1.539 2.925
H 7.732 -2.429 1.707
H 7.411 -3.421 -0.561
H 5.315 -3.383 -1.525
N -2.572 -3.460 -2.868
C -3.509 -4.394 -2.785
C -4.167 -4.715 -1.597
C -3.963 -3.926 -0.506
C -3.116 -2.854 -0.607
C -2.410 -2.672 -1.758
H -3.585 -4.944 -3.730
H -4.934 -5.451 -1.571
H -4.557 -4.121 0.399
H -3.075 -2.114 0.180
H -1.754 -1.827 -1.860
N -6.476 1.065 1.242
C -5.953 0.861 0.033
C -4.576 0.925 -0.260
C -3.719 1.156 0.824
C -4.248 1.312 2.084
C -5.612 1.261 2.273
H -6.665 0.751 -0.789
H -4.184 0.748 -1.260
H -2.648 1.109 0.644
H -3.631 1.419 2.941
H -6.134 1.226 3.264
N -0.126 3.284 -6.345
C -1.335 3.535 -6.848
C -2.063 4.680 -6.667
C -1.550 5.622 -5.759
C -0.344 5.370 -5.110
C 0.341 4.201 -5.487
H -1.653 2.724 -7.482
H -3.027 4.827 -7.117
H -2.030 6.577 -5.647
H 0.029 6.060 -4.343
H 1.270 3.912 -4.998
N 1.622 1.370 -1.364
C 2.083 0.472 -0.515
C 1.267 -0.515 0.063
C -0.067 -0.546 -0.218
C -0.544 0.375 -1.135
C 0.355 1.253 -1.727
H 3.160 0.470 -0.306
H 1.679 -1.241 0.701
H -0.812 -1.168 0.163
H -1.572 0.371 -1.492
H -0.049 1.979 -2.390
N -2.937 0.332 -3.981
C -4.121 -0.183 -4.006
C -5.308 0.537 -3.830
C -5.215 1.923 -3.784
C -3.922 2.452 -3.881
C -2.830 1.656 -3.970
H -4.182 -1.295 -3.931
H -6.268 -0.011 -3.878
H -6.139 2.497 -3.825
H -3.759 3.517 -3.972
H -1.825 1.995 -3.956
N -2.607 3.730 -1.250
C -3.790 4.122 -0.852
C -4.021 4.899 0.269
C -2.921 5.331 1.018
C -1.637 4.875 0.605
C -1.537 4.109 -0.517
H -4.617 3.806 -1.481
H -5.019 5.203 0.480
H -3.170 6.070 1.774
H -0.740 5.187 1.084
H -0.589 3.775 -0.861
N -0.292 2.756 4.380
C -0.134 2.756 3.031
C -0.364 1.658 2.252
C -0.834 0.479 2.883
C -0.989 0.521 4.279
C -0.686 1.699 5.004
H 0.135 3.726 2.644
H -0.280 1.838 1.209
H -1.096 -0.442 2.380
H -1.412 -0.328 4.789
H -0.783 1.769 6.088
N -2.032 -2.703 2.419
C -2.699 -2.850 3.560
C -2.635 -3.908 4.439
C -1.701 -4.910 4.055
C -0.982 -4.767 2.893
C -1.191 -3.639 2.052
H -3.433 -2.036 3.717
H -3.370 -3.973 5.302
H -1.745 -5.762 4.706
H -0.285 -5.561 2.683
H -0.603 -3.482 1.166
N 2.022 -5.201 0.188
C 1.348 -6.213 0.675
C 0.195 -6.722 -0.033
C -0.156 -6.073 -1.285
C 0.709 -5.054 -1.760
C 1.770 -4.636 -0.973
H 1.768 -6.645 1.571
H -0.486 -7.568 0.302
H -1.010 -6.426 -1.876
H 0.496 -4.589 -2.742
H 2.321 -3.706 -1.275
*
```

- LUMO level: 0.61 eV
- HOMO level: -0.32871 hartree
- HOMO-LUMO gap: 9.6 eV


Q.
14 unconnected molecules or ions with the total composition C70H70N14. Source: the OMol25 dataset; level of theory: ωB97M-V/def2-TZVPD.

```
! wB97M-V def2-TZVPD RIJCOSX def2/J DEFGRID3
* xyz 0 1
N -5.189 1.849 -0.010
C -5.710 0.816 -0.688
C -5.761 0.804 -2.061
C -5.229 1.828 -2.768
C -4.684 2.916 -2.073
C -4.659 2.843 -0.707
H -5.945 -0.072 -0.115
H -6.157 -0.109 -2.483
H -5.380 1.805 -3.837
H -4.340 3.800 -2.596
H -4.367 3.659 -0.063
N 0.345 -4.545 -3.771
C -0.488 -3.571 -3.964
C -1.576 -3.685 -4.774
C -1.762 -4.843 -5.490
C -0.861 -5.873 -5.298
C 0.195 -5.652 -4.477
H -0.290 -2.626 -3.480
H -2.235 -2.849 -4.911
H -2.664 -4.884 -6.078
H -1.045 -6.861 -5.715
H 0.930 -6.418 -4.279
N 1.928 -2.535 3.826
C 2.668 -2.029 2.837
C 2.986 -0.671 2.706
C 2.527 0.223 3.651
C 1.797 -0.300 4.692
C 1.540 -1.659 4.735
H 2.979 -2.702 2.067
H 3.603 -0.414 1.857
H 2.806 1.263 3.575
H 1.386 0.343 5.463
H 0.959 -2.048 5.559
N 0.422 3.611 5.599
C -0.043 3.546 6.845
C -0.951 2.674 7.327
C -1.467 1.718 6.432
C -1.001 1.776 5.133
C -0.087 2.696 4.733
H 0.343 4.352 7.451
H -1.250 2.661 8.368
H -2.268 1.060 6.710
H -1.379 1.092 4.393
H 0.271 2.747 3.717
N -3.091 -1.147 5.536
C -2.097 -1.726 4.893
C -1.953 -1.684 3.532
C -2.847 -0.956 2.779
C -3.887 -0.342 3.453
C -3.970 -0.465 4.825
H -1.372 -2.258 5.496
H -1.033 -2.083 3.147
H -2.720 -0.885 1.708
H -4.592 0.269 2.910
H -4.767 0.011 5.361
N -2.058 5.347 -1.172
C -1.592 4.546 -0.209
C -1.817 4.845 1.107
C -2.560 5.934 1.475
C -3.052 6.758 0.467
C -2.794 6.367 -0.802
H -1.027 3.693 -0.542
H -1.423 4.133 1.820
H -2.755 6.194 2.509
H -3.613 7.662 0.633
H -3.089 6.992 -1.639
N -1.296 -3.139 -0.802
C -1.955 -4.271 -0.662
C -1.747 -5.141 0.386
C -0.747 -4.901 1.313
C -0.025 -3.744 1.152
C -0.320 -2.931 0.083
H -2.662 -4.505 -1.442
H -2.356 -6.027 0.472
H -0.577 -5.565 2.149
H 0.740 -3.439 1.837
H 0.238 -2.016 -0.036
N -1.243 -0.217 -5.928
C -2.096 0.318 -5.069
C -1.736 1.315 -4.187
C -0.465 1.859 -4.234
C 0.427 1.343 -5.170
C -0.033 0.314 -5.998
H -3.051 -0.171 -4.956
H -2.514 1.696 -3.530
H -0.228 2.687 -3.582
H 1.412 1.769 -5.320
H 0.650 -0.154 -6.701
N 5.254 -1.251 -3.597
C 4.604 -2.364 -3.987
C 3.276 -2.456 -4.258
C 2.511 -1.311 -4.161
C 3.137 -0.152 -3.731
C 4.495 -0.154 -3.493
H 5.310 -3.158 -4.202
H 2.914 -3.388 -4.668
H 1.466 -1.363 -4.391
H 2.618 0.791 -3.681
H 5.049 0.750 -3.287
N 3.564 -4.859 -0.027
C 2.876 -3.914 -0.668
C 3.297 -2.640 -0.820
C 4.481 -2.237 -0.172
C 5.198 -3.221 0.497
C 4.698 -4.471 0.590
H 2.026 -4.311 -1.196
H 2.769 -1.971 -1.492
H 4.916 -1.264 -0.353
H 6.136 -3.014 0.991
H 5.169 -5.264 1.150
N 3.380 3.760 2.171
C 2.158 4.366 2.048
C 1.831 5.526 2.716
C 2.715 6.129 3.553
C 3.990 5.554 3.670
C 4.241 4.384 3.000
H 1.446 3.893 1.379
H 0.841 5.923 2.559
H 2.454 7.067 4.029
H 4.748 5.987 4.303
H 5.225 3.899 2.914
N -0.282 1.589 1.063
C 0.921 1.380 0.559
C 1.166 0.724 -0.625
C 0.062 0.235 -1.318
C -1.221 0.415 -0.836
C -1.317 1.112 0.363
H 1.742 1.722 1.161
H 2.191 0.589 -0.941
H 0.224 -0.170 -2.312
H -2.145 0.102 -1.311
H -2.272 1.416 0.760
N 7.173 1.054 2.081
C 5.911 1.374 1.897
C 5.342 1.724 0.657
C 6.180 1.730 -0.441
C 7.505 1.382 -0.295
C 7.919 1.034 0.995
H 5.231 1.332 2.731
H 4.290 1.982 0.693
H 5.719 1.920 -1.407
H 8.210 1.425 -1.106
H 8.973 0.856 1.151
N -4.977 -2.754 -3.762
C -4.375 -2.591 -2.576
C -5.012 -2.758 -1.357
C -6.371 -3.050 -1.336
C -7.000 -3.217 -2.547
C -6.284 -3.062 -3.690
H -3.313 -2.402 -2.652
H -4.470 -2.650 -0.426
H -6.884 -3.153 -0.402
H -8.047 -3.456 -2.615
H -6.787 -3.117 -4.640
*
```

- LUMO level: 0.53 eV
- HOMO level: -0.34171 hartree
- HOMO-LUMO gap: 9.8 eV


Winner for stability: Q